Molecular formula: C43H78F5IN15O24
Method: DFT, wB97M-V/def2-TZVPD

XYZ file:
```
166
Properties=species:S:1:pos:R:3:forces:R:3
I -5.254 -0.444 -6.786 0.1755 0.1965 -0.1384
F 5.453 2.902 -1.936 0.3817 -0.1405 -0.4606
F 6.120 5.608 -1.201 0.3370 0.1100 0.0446
F 4.912 4.601 -3.282 0.3959 -0.4082 -0.3839
F 3.991 5.870 -0.894 0.0224 0.5100 -0.1689
F 5.022 4.342 0.183 0.2035 -0.0861 0.1055
O -4.059 4.008 1.574 0.0237 -0.0586 -0.0690
O 1.834 0.979 -5.066 0.1165 -0.2996 -0.9048
O 1.477 -0.969 -5.910 -0.0114 -0.0012 0.0767
O -2.984 -12.533 3.883 0.0472 0.0877 0.0320
O 3.702 -6.820 7.460 -0.0271 -0.0274 -0.0206
O -2.651 0.116 5.402 -0.0040 0.0674 0.0256
O 9.305 9.390 0.169 -0.0002 -0.0069 0.0042
O -0.139 -10.220 6.667 -0.0059 0.0050 0.0259
O -1.237 -12.138 2.677 -0.1898 -0.1961 -0.1554
O 7.424 4.262 4.457 -0.0338 -0.0215 0.0076
O 3.482 -2.336 4.797 0.1257 -0.1037 0.3010
O -4.328 0.655 -1.531 -0.0321 -0.1557 -0.3708
O 9.962 8.660 -1.751 0.0045 0.0068 0.0221
O -2.996 1.483 -9.715 0.0310 -0.0098 0.0492
O -1.422 -1.463 6.203 -0.0355 0.0137 -0.0015
O -2.562 5.347 5.623 0.0022 0.0226 0.0783
O -2.774 2.493 2.405 -0.0235 -0.0487 -0.0168
O 6.342 2.487 3.879 -0.0278 0.0059 -0.0071
O -0.820 -8.297 5.981 -0.1030 -0.0636 -0.0808
O 2.827 -8.108 5.973 0.0084 0.0580 -0.0486
O 0.765 -2.361 0.426 0.2142 -0.1768 0.0243
O -4.546 5.097 4.825 0.0439 0.0022 -0.0363
O 1.829 -3.709 4.944 0.0056 0.0412 -0.0443
O -2.473 -0.593 -9.495 0.0558 -0.0450 -0.0167
N -1.882 0.293 -3.373 0.0427 0.3643 -0.1816
N -2.975 0.335 -10.100 -0.0541 0.0469 -0.0069
N 3.014 -3.446 4.969 0.0915 -0.0716 0.0412
N -2.450 -0.538 2.441 -0.1771 -0.1745 -0.3113
N -0.584 -9.480 5.815 0.0740 0.0977 -0.0668
N 9.140 8.789 -0.870 0.0053 0.0015 -0.0403
N -1.615 -0.317 5.871 0.0307 -0.0831 0.0012
N 2.804 -7.526 7.037 -0.0330 -0.0639 0.1040
N 1.946 0.146 -5.952 0.1051 0.0787 -0.0946
N -3.774 5.420 5.702 -0.0585 -0.0241 0.0476
N -2.381 -0.547 -1.275 0.0703 -0.1900 -0.0111
N -2.267 -12.735 2.927 0.0379 -0.2059 -0.2453
N -0.164 -0.004 -1.652 -0.3191 -0.0350 -1.3680
N -3.048 3.648 2.133 0.0516 0.1064 0.0457
N 7.009 3.473 3.637 0.0522 0.0231 0.0033
C -3.774 -0.629 -1.702 -0.5250 -0.0291 0.3906
C 0.588 4.391 -0.224 -0.1828 -0.1779 0.0877
C -2.692 -13.809 1.988 0.1055 -0.0540 -0.1489
C -0.081 3.179 -0.379 -0.2174 -0.4874 0.2344
C 0.555 0.979 -2.517 0.8639 0.0024 -0.4832
C 1.735 -1.485 2.497 0.2023 0.0106 0.0729
C 1.474 3.673 1.887 0.1432 0.1590 -0.1606
C 0.033 2.204 0.621 0.4089 0.5989 0.2151
C 1.423 -1.610 -0.559 0.1306 0.0134 -0.5670
C -4.339 5.947 6.973 -0.1743 0.0126 0.0293
C -3.204 -0.093 -6.275 -0.1230 -0.5712 0.8790
C 3.189 3.565 -2.040 -0.3577 -0.9085 0.1283
C 0.823 2.448 1.737 0.0134 0.3028 0.0206
C 1.975 1.293 -1.990 0.1207 -0.5225 -0.5188
C 1.588 -7.694 7.875 0.0937 0.1676 0.3065
C -6.636 0.094 -2.109 0.5024 0.2355 -0.1570
C -1.559 -0.689 -4.430 -0.2767 -0.5782 0.1217
C -5.477 0.838 -2.295 -0.2731 0.4827 -0.4499
C -3.096 -0.431 1.132 0.5327 0.1163 0.1551
C -1.523 1.682 -3.660 0.4840 0.8191 -0.1796
C -1.476 -0.108 -2.100 -0.0831 0.3172 0.5487
C -0.502 0.656 6.046 0.1634 -0.0604 0.0782
C -6.557 2.128 -4.041 0.0533 -0.2933 0.5483
C 1.637 -2.650 1.516 0.0547 0.4322 0.6639
C -2.090 -0.968 0.103 -0.5186 -0.4882 0.5273
C 4.642 3.959 -2.122 -0.8246 1.1284 0.7826
C -7.739 0.384 -2.904 -0.3744 -0.1766 0.1204
C -0.856 -10.078 4.479 0.0664 0.5104 0.2032
C 0.454 -1.363 -1.711 0.1013 -0.3386 1.0736
C -0.328 2.186 -2.815 -0.9877 -0.2279 0.5825
C -2.069 4.699 2.512 0.1667 0.0272 -0.0333
C -3.610 0.022 -11.408 -0.0932 0.1145 -0.0977
C 1.368 4.649 0.905 -0.3888 -0.3579 -0.4095
C 7.333 3.722 2.205 0.1728 0.1394 -0.0136
C 3.953 -4.569 5.229 0.1883 0.0910 -0.0549
C -7.728 1.396 -3.855 0.5702 0.1496 0.0091
C -2.768 -1.143 -5.238 0.1821 -0.0780 -0.8698
C -0.958 2.902 -1.578 0.4607 0.3175 -0.1827
C -5.447 1.843 -3.256 0.1038 0.0767 -0.0167
C 2.836 2.288 -2.829 -0.0106 0.1891 0.5981
C 2.714 0.517 -7.171 0.0707 0.1843 -0.0211
C 7.807 8.155 -1.071 -0.0267 -0.0623 -0.1606
C 4.979 4.977 -0.994 -0.7774 -0.5711 -0.1385
H -4.545 2.427 -3.376 0.0685 -0.0259 0.0493
H 7.890 2.863 1.841 -0.0877 -0.0558 0.0037
H -1.763 5.202 1.599 -0.0729 -0.0026 -0.0239
H 2.373 2.556 -3.766 -0.1737 0.1096 -0.0285
H 1.873 5.602 0.969 0.0737 0.0224 0.2282
H -1.328 3.869 -1.929 -0.1326 -0.0534 -0.1456
H -0.342 -2.097 -1.587 0.0071 -0.0935 -0.0169
H 2.529 4.378 -2.323 0.2726 0.2965 -0.0651
H -2.446 -2.018 -5.809 -0.0537 -0.1467 0.0900
H 0.931 1.708 2.519 -0.0723 -0.1008 -0.0281
H 0.927 -1.524 3.225 -0.1017 -0.0222 0.0089
H 0.348 0.132 6.468 -0.0250 -0.0565 -0.0157
H -2.842 -0.399 -12.050 -0.0109 -0.0923 0.0483
H -3.377 0.598 0.894 -0.1971 -0.0499 -0.1303
H -1.091 -0.702 0.424 0.1073 0.1276 -0.3872
H -4.009 0.939 -11.822 0.0202 0.0304 0.0537
H 3.761 1.787 -3.105 -0.0044 -0.1096 0.0004
H -1.109 -1.573 -3.974 0.0380 -0.0108 0.0728
H 2.297 -2.152 -0.945 0.0082 -0.1371 0.0891
H 1.694 -0.508 2.011 0.0854 -0.0605 -0.2087
H -1.753 0.193 2.526 -0.0961 0.0932 0.0878
H 0.924 -1.584 -2.672 -0.0083 0.4822 -0.1525
H -3.970 -1.078 1.168 -0.2155 0.1779 -0.1429
H 2.634 -2.925 1.159 -0.0332 0.0433 -0.2896
H 2.041 0.425 -8.019 0.0120 -0.1065 0.0063
H -8.643 -0.191 -2.745 -0.0318 0.0087 -0.0464
H -6.482 2.934 -4.756 -0.1608 -0.0115 -0.1224
H -6.649 -0.678 -1.351 -0.2210 -0.0486 0.0050
H -4.299 -1.334 -1.057 0.2629 -0.1672 0.1366
H -8.596 1.633 -4.451 -0.1393 -0.1502 0.0400
H 2.510 0.343 -2.046 0.0088 -0.0778 0.1807
H 1.794 -0.648 -0.195 -0.0716 -0.0133 0.2516
H -3.117 0.894 -5.832 -0.2562 0.2207 -0.3215
H 0.471 5.144 -0.995 0.0606 0.0838 0.0183
H 7.804 7.657 -2.033 0.0661 0.0186 -0.0071
H -0.813 -0.304 -5.123 0.1527 0.1988 0.1126
H 6.395 3.831 1.677 0.0616 -0.1449 0.0650
H 7.926 4.627 2.138 0.0112 -0.0023 0.0889
H -3.670 -13.535 1.604 -0.0437 -0.0341 0.0914
H 1.484 -8.753 8.091 -0.0872 -0.0211 -0.1433
H -1.225 4.226 2.998 -0.0342 -0.0538 0.0020
H -1.578 -10.862 4.629 -0.0070 -0.1420 0.0937
H -3.612 -1.476 -4.641 0.0826 0.1287 0.2831
H -1.961 -13.875 1.191 0.0324 0.0440 0.0295
H -2.136 -2.059 0.120 0.1768 -0.0592 0.0086
H -0.267 1.060 5.066 -0.0853 0.0678 0.0062
H 2.984 3.375 -0.987 0.0803 0.0659 0.1052
H -3.155 -0.347 3.143 0.1962 -0.0134 0.2252
H 0.198 2.902 -3.441 0.3410 0.0273 0.1747
H -4.397 -0.702 -11.220 0.0684 -0.0711 0.0134
H 7.062 8.945 -1.036 0.0049 -0.0008 0.1076
H -2.626 -0.209 -7.182 -0.0155 0.3275 -0.1231
H 1.254 -3.509 2.061 -0.2507 -0.1248 -0.2410
H 0.082 -10.468 4.102 0.0025 -0.1218 0.0824
H -1.246 -9.298 3.834 0.0071 0.0122 0.0297
H -4.008 5.292 7.773 0.0900 0.0444 -0.0009
H 7.660 7.447 -0.262 -0.0202 0.0880 0.0745
H -1.850 2.343 -1.288 0.0320 -0.0346 0.2756
H 1.962 1.575 -0.941 -0.0682 0.1238 0.0200
H -5.419 5.951 6.891 0.0074 -0.0267 -0.0602
H 0.744 -7.337 7.298 -0.0265 -0.1343 -0.0593
H -1.266 1.791 -4.712 -0.0509 -0.3693 -0.1051
H -2.743 -14.734 2.554 -0.0913 0.0304 0.0384
H -2.574 5.380 3.185 -0.0509 0.0240 -0.0478
H 3.067 1.535 -7.058 -0.0277 -0.0011 0.0575
H -0.854 1.437 6.712 -0.0500 0.0524 -0.0839
H -3.950 6.952 7.109 0.0895 -0.0393 0.0330
H 1.716 -7.118 8.784 0.1067 0.0141 -0.0295
H 3.706 -4.986 6.199 -0.0512 -0.0659 -0.0359
H 3.542 -0.181 -7.256 -0.0678 -0.0745 -0.0366
H -3.863 -0.988 -2.721 0.1391 0.2072 -0.1252
H -2.360 2.361 -3.487 -0.2228 -0.1848 0.0182
H 3.810 -5.306 4.444 -0.1049 -0.0563 0.0767
H 0.730 0.457 -3.471 -0.2229 0.3630 0.3701
H -0.473 1.258 0.517 -0.0904 -0.0134 -0.0187
H 2.675 -1.547 3.052 -0.2971 0.1484 -0.1632
H 4.964 -4.180 5.221 -0.0264 0.0646 -0.0137
H 2.070 3.881 2.766 0.0238 -0.1291 0.0621
```
Positions in Å, forces in eV/Å.

The calculation puts the highest occupied orbital energy at -11.03 eV. As for the total charge: +1. The total energy comes out at -5108.12844 a.u.